Molecular formula: C5H12IN2
Method: DFT, ωB97M-V with the def2-TZVPD basis set

Geometry (Å):
C  -0.194  -0.016  -0.343
C  -1.076  -2.372  0.503
C  1.697  1.353  -0.838
C  0.509  1.608  1.427
C  -1.202  -0.889  0.504
N  0.568  0.940  0.083
N  -0.012  -0.549  -1.593
I  -3.105  -0.219  -0.432
H  -1.634  -3.040  -0.202
H  -1.461  -2.803  1.392
H  0.026  -2.669  0.299
H  1.145  1.834  -1.727
H  2.309  2.137  -0.354
H  2.273  0.507  -1.250
H  0.652  2.725  1.193
H  -0.356  1.554  2.147
H  1.532  1.333  1.916
H  -1.289  -0.433  1.572
H  -0.739  -1.138  -2.082
H  0.358  0.136  -2.216

Atoms 1-3, force components in eV/Å:
-1.3 -3.9 -0.2
2.0 -2.0 -1.8
-1.8 1.4 -0.9

Properties
F_max (eV/Å): 4.13
SMILES string: C[C@H](I)C(=[NH2+])N(C)C
DFT total energy (eV): -16453.0689
Total charge: +1
LUMO energy (eV): -3.819